Entry 1:
{
  "formula": "C5H34N2O11",
  "method": "ωB97M-V/def2-TZVPD",
  "species": ["N", "C", "C", "C", "C", "C", "N", "H", "H", "H", "H", "H", "H", "H", "H", "H", "H", "H", "H", "H", "H", "O", "H", "H", "O", "H", "H", "O", "H", "H", "O", "H", "H", "O", "H", "H", "O", "H", "H", "O", "H", "H", "O", "H", "H", "O", "H", "H", "O", "H", "H", "O"],
  "xyz": [[0.191, -1.662, -1.460], [0.608, -1.290, -2.871], [-0.107, 0.015, -3.192], [-1.094, 0.283, -2.019], [-0.934, -0.847, -1.012], [-2.219, -1.669, -0.910], [-2.175, -2.470, 0.344], [1.018, -1.759, -0.836], [1.660, -1.153, -2.835], [0.314, -2.180, -3.428], [-0.751, -0.100, -4.079], [0.454, 0.934, -3.306], [-0.910, 1.307, -1.657], [-2.101, 0.232, -2.443], [-0.649, -0.586, 0.062], [-3.062, -0.998, -0.628], [-2.358, -2.350, -1.749], [-1.804, -3.391, 0.137], [-1.530, -2.147, 1.038], [-2.321, 2.905, 0.716], [-1.692, 4.249, 1.377], [-1.810, 3.301, 1.513], [-4.064, 2.508, -0.521], [-3.207, 1.350, -0.359], [-3.117, 2.317, -0.548], [4.111, -0.230, 3.293], [3.129, 0.460, 2.254], [3.314, -0.354, 2.775], [-4.130, 0.195, 1.471], [-4.247, -0.759, 0.213], [-4.226, 0.153, 0.515], [0.329, 2.346, 0.524], [1.455, 3.220, 0.824], [1.115, 2.697, 0.069], [3.794, -1.857, -2.767], [3.827, -2.925, -1.567], [3.526, -2.725, -2.452], [1.627, -0.373, 3.489], [0.926, -1.498, 4.061], [0.749, -0.558, 3.918], [2.446, 1.373, -0.033], [3.632, 2.183, 0.609], [3.400, 1.335, 0.230], [-0.941, 2.000, 2.550], [-0.287, 0.780, 3.313], [-0.292, 1.757, 3.248], [2.640, 3.011, 3.052], [1.363, 2.227, 2.808], [2.119, 2.631, 2.333], [1.451, -3.960, -2.420], [0.136, -3.585, -1.681], [0.696, -4.342, -1.961]]
}

***

Entry 2:
{
  "formula": "HOS3",
  "method": "ωB97M-V/def2-TZVPD",
  "charge": -1,
  "species": ["O", "S", "S", "S", "H"],
  "xyz": [[-0.630, -0.038, 1.581], [-1.299, 2.387, 0.306], [1.241, -1.220, -1.622], [-0.790, 0.532, 0.236], [1.477, -1.660, -0.502]]
}

***

Entry 3:
{
  "formula": "C27H19IrN5O5S",
  "method": "ωB97M-V/def2-TZVPD",
  "charge": 1,
  "species": ["Ir", "C", "O", "C", "C", "C", "C", "C", "C", "C", "N", "C", "C", "N", "C", "C", "C", "C", "N", "C", "C", "N", "C", "C", "C", "C", "H", "H", "H", "H", "H", "H", "H", "H", "H", "H", "H", "H", "H", "H", "O", "S", "N", "O", "C", "C", "C", "C", "C", "C", "C", "O", "O", "H", "H", "H", "H", "H"],
  "xyz": [[-2.711, -0.587, -2.647], [5.980, -2.501, 7.679], [6.307, -1.993, 6.393], [5.319, -1.874, 5.487], [5.697, -1.372, 4.238], [4.757, -1.215, 3.247], [3.418, -1.551, 3.468], [3.053, -2.051, 4.713], [3.988, -2.215, 5.721], [2.395, -1.398, 2.439], [1.129, -1.739, 2.566], [0.549, -1.421, 1.375], [1.468, -0.876, 0.500], [2.649, -0.868, 1.199], [1.140, -0.455, -0.820], [2.011, 0.102, -1.774], [1.527, 0.449, -3.009], [0.176, 0.245, -3.307], [-0.656, -0.277, -2.424], [-0.200, -0.624, -1.196], [-1.168, -1.188, -0.297], [-2.441, -1.306, -0.766], [-3.378, -1.829, 0.014], [-3.097, -2.257, 1.312], [-1.821, -2.141, 1.807], [-0.819, -1.596, 0.992], [6.909, -2.513, 8.239], [5.583, -3.516, 7.610], [5.259, -1.855, 8.184], [6.734, -1.117, 4.077], [5.090, -0.827, 2.291], [2.019, -2.313, 4.889], [3.672, -2.605, 6.677], [3.540, -0.530, 0.882], [3.056, 0.257, -1.538], [2.173, 0.878, -3.761], [-0.241, 0.501, -4.272], [-4.365, -1.911, -0.419], [-3.895, -2.674, 1.908], [-1.568, -2.461, 2.809], [-5.813, 0.989, -2.720], [-5.862, -0.461, -2.829], [-4.563, -1.207, -2.813], [-3.822, 3.869, -2.094], [-3.702, 3.950, -3.426], [-3.973, 5.189, -4.009], [-3.896, 5.343, -5.375], [-3.557, 4.274, -6.212], [-3.286, 3.052, -5.653], [-3.335, 2.878, -4.258], [-3.025, 1.578, -3.726], [-2.917, 0.510, -4.406], [-2.830, 1.378, -2.450], [-3.747, 2.951, -1.795], [-4.256, 6.006, -3.361], [-4.114, 6.311, -5.808], [-3.514, 4.410, -7.283], [-3.026, 2.202, -6.268]]
}

***

Entry 4:
{
  "formula": "C6H7NO4S",
  "method": "ωB97M-V/def2-TZVPD",
  "species": ["C", "C", "C", "C", "C", "C", "N", "O", "O", "O", "O", "S", "H", "H", "H", "H", "H", "H", "H"],
  "xyz": [[1.225, -0.393, 2.138], [0.075, -1.064, 2.282], [-0.380, -0.083, -0.591], [1.812, 0.214, 0.901], [-1.513, -0.825, -0.200], [0.508, 1.500, -2.160], [-2.783, -0.832, -0.776], [0.913, -0.314, -0.222], [-2.968, -0.194, -1.794], [-3.620, -1.515, -0.211], [-0.570, 0.800, -1.567], [-1.330, -1.651, 1.372], [1.868, -0.336, 3.007], [-0.110, -1.473, 3.268], [2.789, -0.190, 0.650], [1.793, 1.304, 0.871], [1.448, 0.953, -2.063], [0.597, 2.486, -1.695], [0.246, 1.613, -3.211]]
}

***

Entry 5:
{
  "formula": "C2H3F2S",
  "method": "ωB97M-V/def2-TZVPD",
  "spin_multiplicity": 2,
  "s2": 0.75,
  "species": ["S", "C", "F", "F", "C", "H", "H", "H"],
  "xyz": [[1.151, -2.274, 2.150], [1.412, -1.096, 1.096], [2.579, -0.630, 0.757], [0.458, -0.390, 0.388], [-1.359, 1.064, -1.064], [-2.076, 0.249, -1.159], [-0.662, 1.261, -1.879], [-1.503, 1.817, -0.290]]
}

***

Entry 6:
{
  "formula": "C36H36NOOsP2S",
  "method": "ωB97M-V/def2-TZVPD",
  "spin_multiplicity": 2,
  "charge": 2,
  "s2": 0.76,
  "species": ["Os", "C", "N", "C", "P", "C", "C", "C", "C", "C", "C", "C", "C", "C", "C", "C", "C", "C", "C", "C", "C", "C", "C", "P", "C", "C", "C", "C", "C", "C", "C", "C", "C", "C", "C", "C", "H", "H", "H", "H", "H", "H", "H", "H", "H", "H", "H", "H", "H", "H", "H", "H", "H", "H", "H", "H", "H", "H", "H", "H", "H", "H", "H", "H", "H", "S", "C", "C", "C", "C", "O", "H", "H", "H", "H", "H", "H", "H"],
  "xyz": [[-1.038, -0.762, -0.949], [0.652, -0.754, 2.104], [1.834, -0.246, 1.493], [2.193, -0.877, 0.261], [1.208, -0.208, -1.171], [1.438, -1.273, -2.604], [0.860, -0.836, -3.806], [0.904, -1.649, -4.926], [1.512, -2.896, -4.851], [2.082, -3.332, -3.661], [2.044, -2.529, -2.533], [1.794, 1.439, -1.529], [2.831, 1.634, -2.443], [3.369, 2.902, -2.601], [2.879, 3.964, -1.853], [1.853, 3.768, -0.939], [1.308, 2.506, -0.774], [2.693, 0.694, 2.129], [3.637, 1.403, 1.390], [4.498, 2.291, 2.018], [4.426, 2.507, 3.385], [3.482, 1.807, 4.120], [2.631, 0.900, 3.506], [-1.014, -0.317, 1.348], [-2.098, -1.483, 2.186], [-2.353, -2.746, 1.652], [-3.105, -3.660, 2.374], [-3.601, -3.315, 3.624], [-3.345, -2.061, 4.160], [-2.594, -1.140, 3.446], [-1.480, 1.343, 1.853], [-2.828, 1.699, 1.743], [-3.239, 2.960, 2.133], [-2.311, 3.872, 2.625], [-0.975, 3.519, 2.739], [-0.553, 2.251, 2.359], [0.546, -0.435, 3.139], [0.636, -1.850, 2.105], [1.970, -1.948, 0.312], [3.258, -0.768, 0.048], [0.401, 0.145, -3.866], [0.471, -1.309, -5.857], [1.548, -3.530, -5.726], [2.563, -4.300, -3.614], [2.499, -2.883, -1.617], [3.222, 0.805, -3.021], [4.170, 3.060, -3.310], [3.302, 4.951, -1.983], [1.481, 4.599, -0.352], [0.525, 2.349, -0.042], [3.713, 1.294, 0.317], [5.228, 2.821, 1.420], [5.098, 3.200, 3.871], [3.414, 1.944, 5.191], [1.946, 0.350, 4.139], [-1.975, -3.026, 0.676], [-3.306, -4.639, 1.961], [-4.192, -4.028, 4.183], [-3.732, -1.797, 5.135], [-2.403, -0.160, 3.866], [-3.555, 0.987, 1.371], [-4.283, 3.234, 2.062], [-2.636, 4.859, 2.928], [-0.258, 4.223, 3.140], [0.493, 1.990, 2.471], [-2.088, 2.325, -1.761], [-1.549, 0.968, -1.322], [-3.874, -1.110, -2.979], [-3.221, -2.396, -2.523], [-2.816, -3.310, -3.657], [-2.021, -2.084, -1.762], [-4.781, -1.339, -3.538], [-3.202, -0.553, -3.635], [-4.153, -0.484, -2.130], [-3.869, -2.920, -1.816], [-2.145, -2.789, -4.342], [-3.702, -3.622, -4.211], [-2.317, -4.201, -3.280]]
}

***

Entry 7:
{
  "formula": "C26H68ClN4O7",
  "method": "ωB97M-V/def2-TZVPD",
  "charge": 3,
  "species": ["C", "C", "N", "C", "C", "C", "C", "C", "O", "C", "H", "H", "H", "H", "H", "H", "H", "H", "H", "H", "H", "H", "H", "H", "H", "H", "H", "H", "H", "H", "C", "O", "C", "C", "N", "H", "H", "C", "C", "O", "C", "H", "H", "H", "H", "H", "H", "H", "H", "H", "H", "H", "H", "H", "H", "C", "O", "C", "C", "N", "H", "H", "C", "C", "O", "C", "H", "H", "H", "H", "H", "H", "H", "H", "H", "H", "H", "H", "H", "H", "C", "O", "C", "C", "N", "H", "H", "C", "C", "O", "C", "H", "H", "H", "H", "H", "H", "H", "H", "H", "H", "H", "H", "H", "H", "Cl"],
  "xyz": [[2.840, 7.155, -1.439], [2.546, 5.702, -1.873], [1.661, 4.923, -0.867], [2.293, 5.079, 0.418], [0.259, 5.565, -0.896], [-0.635, 4.909, 0.099], [1.549, 3.480, -1.225], [2.899, 2.747, -1.483], [3.299, 3.055, -2.841], [4.612, 2.498, -2.954], [3.609, 7.184, -0.654], [2.013, 7.778, -1.085], [3.272, 7.718, -2.286], [3.531, 5.207, -1.869], [2.005, 5.630, -2.834], [1.944, 4.310, 1.103], [2.006, 6.061, 0.706], [3.376, 5.091, 0.257], [-0.064, 5.573, -1.910], [0.454, 6.631, -0.575], [-1.433, 5.629, 0.401], [-0.127, 4.754, 1.067], [-1.132, 4.039, -0.298], [0.971, 3.441, -2.125], [1.025, 2.926, -0.423], [2.846, 1.670, -1.360], [3.660, 3.067, -0.798], [5.062, 2.667, -1.991], [5.215, 2.932, -3.763], [4.603, 1.427, -3.057], [-6.204, -3.540, 3.091], [-5.139, -2.532, 3.151], [-5.406, -1.472, 2.281], [-4.124, -0.769, 2.068], [-3.048, -1.598, 1.305], [-3.495, -2.082, 0.528], [-2.409, -0.911, 0.868], [-2.185, -2.551, 1.980], [-1.608, -3.653, 1.099], [-0.874, -3.248, 0.020], [-0.124, -4.406, -0.486], [-7.225, -3.093, 3.087], [-6.148, -4.231, 3.965], [-6.140, -4.192, 2.186], [-6.103, -0.763, 2.775], [-5.828, -1.736, 1.349], [-3.609, -0.542, 2.990], [-4.367, 0.133, 1.486], [-2.844, -3.016, 2.745], [-1.395, -2.007, 2.510], [-2.428, -4.336, 0.839], [-0.955, -4.226, 1.723], [0.364, -4.874, 0.344], [0.657, -3.958, -1.151], [-0.734, -5.158, -0.997], [-1.893, -2.327, -8.894], [-1.138, -3.055, -7.908], [0.262, -2.972, -7.953], [0.731, -2.174, -6.696], [-0.217, -2.363, -5.592], [-1.169, -2.632, -5.976], [0.152, -3.176, -5.140], [-0.230, -1.280, -4.611], [1.086, -1.144, -3.928], [1.590, -2.419, -3.824], [2.910, -2.589, -3.317], [-2.960, -2.382, -8.702], [-1.708, -2.742, -9.871], [-1.629, -1.261, -8.964], [0.748, -2.618, -8.876], [0.630, -3.955, -7.713], [0.733, -1.087, -6.995], [1.698, -2.611, -6.436], [-0.989, -1.508, -3.911], [-0.486, -0.359, -5.138], [0.990, -0.620, -2.937], [1.726, -0.483, -4.563], [3.141, -3.685, -3.200], [3.073, -2.170, -2.318], [3.676, -2.079, -3.939], [4.034, -0.001, 5.922], [2.710, -0.029, 5.439], [2.088, -1.290, 5.733], [0.880, -1.321, 4.808], [0.269, -0.003, 4.549], [1.068, 0.616, 4.473], [-0.287, 0.073, 3.630], [-0.455, 0.509, 5.778], [-1.569, -0.425, 6.262], [-2.467, -0.898, 5.239], [-3.349, -1.881, 5.766], [4.269, 1.043, 6.111], [4.821, -0.301, 5.181], [4.094, -0.679, 6.794], [1.859, -1.397, 6.778], [2.744, -2.092, 5.486], [0.084, -1.909, 5.192], [1.128, -1.785, 3.836], [-0.784, 1.538, 5.564], [0.279, 0.556, 6.596], [-1.954, 0.222, 7.012], [-1.111, -1.212, 6.852], [-4.159, -1.375, 6.305], [-2.916, -2.575, 6.490], [-3.733, -2.385, 4.918], [-1.057, 0.603, 1.486]]
}

***

Entry 8:
{
  "formula": "C7H14O8Ti",
  "method": "ωB97M-V/def2-TZVPD",
  "spin_multiplicity": 4,
  "charge": -1,
  "s2": 3.79,
  "species": ["Ti", "C", "O", "O", "O", "C", "O", "H", "H", "H", "H", "C", "O", "H", "H", "H", "H", "C", "C", "C", "O", "C", "O", "O", "H", "H", "H", "H", "H", "H"],
  "xyz": [[2.917, 6.325, 0.826], [4.903, 6.711, -2.207], [4.948, 5.663, -1.508], [4.206, 7.646, -1.869], [4.992, 6.476, -3.433], [2.077, 2.320, 0.702], [1.422, 3.375, -0.059], [1.423, 1.654, 1.263], [2.492, 1.609, -0.012], [2.890, 2.532, 1.397], [0.895, 2.869, -0.681], [0.586, 5.123, 4.011], [1.921, 5.640, 3.783], [0.168, 5.384, 4.983], [0.017, 5.413, 3.127], [0.521, 4.036, 3.980], [2.505, 5.369, 4.495], [6.223, 12.645, 3.543], [5.918, 11.364, 2.727], [5.791, 10.076, 3.581], [4.703, 9.440, 3.137], [3.915, 10.267, 2.494], [2.727, 10.021, 2.272], [4.565, 11.420, 2.323], [5.301, 13.049, 3.962], [6.710, 13.466, 3.016], [6.909, 12.404, 4.355], [6.483, 11.112, 1.830], [5.534, 10.259, 4.624], [6.655, 9.414, 3.528]]
}

***

| no. | calculated total energy (Ha) |
| --- | --- |
| 1 | -1148.01887 |
| 2 | -1270.41543 |
| 3 | -2192.67285 |
| 4 | -986.52793 |
| 5 | -675.81652 |
| 6 | -2694.45744 |
| 7 | -2236.29871 |
| 8 | -1726.25988 |